13
Properties=species:S:1:pos:R:3:forces:R:3:nbo_charge:R:1 method="wB97M-V/def2-TZVPD" e_lumo_ev=0.544 relative_energy_kcal_mol=85.1 orbital_gap_ev=9.52 total_energy_ev=-7228.6379 smiles="[H]/N=C/N.CO"
H -1.655 -0.354 -0.541 -0.72 0.50 -1.01 0.3370
N -2.032 0.364 0.082 0.62 0.05 0.56 -0.6547
C -0.957 0.914 0.521 0.52 -3.36 1.49 0.2424
N -0.879 1.212 1.890 0.58 1.82 -0.47 -0.8619
H -0.015 0.482 0.080 -0.15 1.56 0.18 0.1559
H -1.359 0.621 2.531 -0.66 -0.04 -0.06 0.3955
H -0.307 1.938 2.321 -0.16 -0.54 -0.65 0.3837
C 1.997 -0.720 -1.704 -1.27 -2.31 0.89 -0.2654
O 1.209 -1.387 -0.601 4.29 -3.27 -0.51 -0.7341
H 1.791 -1.350 -2.609 0.41 0.99 0.47 0.1771
H 1.633 0.298 -1.804 0.28 0.03 -0.02 0.1915
H 3.020 -0.865 -1.354 0.17 0.89 -0.70 0.1757
H 1.945 -2.260 -0.455 -3.89 3.70 -0.18 0.4574